Record 1
{"formula": "C22H34N6O2Sr", "method": "ωB97M-V with the def2-TZVPD basis set", "relative_energy_kcal_mol": 14.04, "charge": 0, "symbols": ["Sr", "O", "C", "C", "C", "C", "C", "C", "C", "N", "C", "C", "N", "C", "C", "C", "C", "C", "C", "C", "O", "H", "H", "H", "H", "H", "H", "H", "H", "H", "H", "H", "H", "H", "H", "N", "C", "C", "N", "H", "H", "H", "H", "H", "H", "H", "H", "C", "C", "C", "C", "N", "N", "H", "H", "H", "H", "H", "H", "H", "H", "H", "H", "H", "H"], "positions_angstrom": [[-0.44869, 0.10013, 0.08057], [1.20197, 0.76042, 1.44016], [1.36444, 1.36609, 2.59136], [2.58329, 1.36790, 3.29438], [2.70140, 2.01926, 4.51077], [1.61890, 2.68311, 5.09336], [0.40103, 2.66753, 4.42676], [0.26552, 2.01242, 3.20451], [-1.06770, 1.94905, 2.49084], [-1.97912, 1.06538, 2.60368], [-1.82620, -0.04148, 3.59046], [-0.97972, -1.22435, 3.10033], [-1.27752, -1.56146, 1.69435], [-2.05155, -2.52345, 1.39683], [-2.49699, -2.88438, 0.02048], [-3.62094, -3.71844, -0.03170], [-4.23040, -4.07191, -1.21726], [-3.68211, -3.56853, -2.40302], [-2.56050, -2.76685, -2.39657], [-1.90010, -2.40934, -1.19524], [-0.81928, -1.68466, -1.21354], [3.42494, 0.85173, 2.84770], [3.66006, 2.00602, 5.01735], [1.72563, 3.19048, 6.04266], [-0.45917, 3.16433, 4.86494], [-1.28146, 2.72834, 1.74821], [-2.83494, -0.39721, 3.79628], [-1.39584, 0.32706, 4.52292], [-1.14188, -2.08185, 3.76129], [0.07279, -0.94710, 3.16958], [-2.47244, -3.14553, 2.19781], [-4.02309, -4.07974, 0.91109], [-5.10083, -4.71286, -1.22584], [-4.14068, -3.81835, -3.35500], [-2.13069, -2.40031, -3.32328], [-0.96601, 2.04473, -1.81418], [-2.38084, 2.46108, -1.84286], [-3.30866, 1.27498, -1.63239], [-3.04077, 0.60509, -0.34851], [-0.35047, 2.84862, -1.84250], [-0.72085, 1.48041, -2.62640], [-2.66110, 2.96454, -2.77236], [-2.53213, 3.18662, -1.03840], [-3.14439, 0.54061, -2.42662], [-4.34278, 1.61545, -1.73336], [-3.52478, -0.28747, -0.29925], [-3.35754, 1.14808, 0.44996], [3.09834, 0.52831, -4.29616], [2.15454, -0.60547, -3.93456], [1.34058, -1.02098, -5.15172], [2.94386, -1.80456, -3.40581], [1.15415, -0.11939, -2.95723], [1.61750, 0.16793, -1.63880], [3.78751, 0.21737, -5.08533], [3.71012, 0.83199, -3.44160], [2.53668, 1.39723, -4.64722], [1.99810, -1.33541, -5.96506], [0.72698, -0.18799, -5.50226], [0.67730, -1.85971, -4.91720], [3.55872, -2.24031, -4.19774], [2.27157, -2.58564, -3.03743], [3.62504, -1.52800, -2.59727], [0.44167, -0.83604, -2.81852], [2.14186, 1.03230, -1.62350], [2.23444, -0.55717, -1.27854]], "atomic_forces_ev_per_a": [[-0.19, 1.34, -0.61], [0.95, 0.57, 1.04], [-0.22, -0.31, -0.30], [-0.01, 0.18, 0.09], [-0.04, 0.00, 0.01], [0.09, -0.14, -0.21], [0.01, -0.05, -0.05], [-0.60, 0.11, 0.15], [0.44, -0.28, 0.43], [0.34, -0.30, 0.22], [-0.09, 0.39, -0.34], [-0.12, -0.12, -0.53], [-0.12, -0.06, 0.77], [0.02, -0.16, -0.60], [0.12, 0.18, 0.69], [-0.05, -0.04, 0.03], [0.18, 0.13, -0.06], [-0.08, -0.04, -0.06], [0.01, -0.09, 0.06], [0.31, 0.11, 0.30], [-0.62, -1.29, -0.85], [0.00, 0.02, 0.03], [-0.03, 0.02, 0.03], [-0.01, -0.01, -0.02], [0.00, -0.02, -0.02], [0.10, 0.01, 0.01], [-0.07, 0.02, -0.01], [0.05, 0.00, 0.03], [-0.11, -0.01, 0.06], [0.02, -0.05, -0.14], [-0.07, -0.05, -0.03], [-0.02, -0.01, -0.06], [0.01, 0.01, -0.03], [0.01, 0.00, 0.06], [-0.03, -0.03, 0.03], [-0.27, 0.04, -0.03], [0.22, -0.04, 0.06], [0.08, -0.20, 0.16], [-0.27, 0.13, -0.22], [-0.04, 0.04, 0.03], [-0.02, 0.00, 0.02], [-0.01, 0.00, -0.07], [0.01, -0.03, 0.03], [0.05, -0.01, 0.03], [-0.06, 0.05, 0.02], [0.04, 0.02, -0.06], [0.02, 0.04, -0.02], [0.15, 0.17, -0.02], [-0.15, -0.12, 0.22], [-0.07, -0.06, -0.16], [0.08, -0.18, 0.00], [-0.07, 0.09, 0.09], [0.18, -0.19, -0.12], [-0.05, 0.00, 0.03], [-0.07, -0.01, -0.02], [0.02, -0.05, 0.00], [-0.03, 0.02, 0.04], [0.04, -0.02, 0.01], [0.04, 0.06, 0.03], [-0.04, 0.05, 0.03], [0.01, 0.06, -0.03], [-0.03, 0.02, -0.01], [0.00, -0.01, -0.03], [-0.04, 0.10, -0.09], [0.06, -0.05, -0.02]], "lowdin_charge": [1.470, -0.358, -0.422, -0.027, -0.104, -0.118, -0.067, -0.167, -0.148, 0.031, -0.178, -0.188, -0.087, -0.099, -0.146, -0.074, -0.111, -0.098, -0.035, -0.403, -0.333, 0.106, 0.096, 0.089, 0.109, 0.116, 0.105, 0.113, 0.114, 0.105, 0.125, 0.105, 0.092, 0.100, 0.105, -0.047, -0.263, -0.254, -0.048, 0.080, 0.058, 0.109, 0.111, 0.114, 0.111, 0.077, 0.067, -0.054, -0.644, -0.049, -0.049, -0.082, -0.047, 0.086, 0.075, 0.084, 0.086, 0.084, 0.084, 0.086, 0.091, 0.073, 0.075, 0.086, 0.082]}

=====

Record 2
{"formula": "C12H27N5O4PS2", "method": "ωB97M-V with the def2-TZVPD basis set", "charge": 1, "symbols": ["C", "C", "N", "C", "S", "N", "C", "N", "C", "C", "C", "C", "O", "C", "C", "C", "O", "C", "N", "N", "P", "O", "O", "S", "H", "H", "H", "H", "H", "H", "H", "H", "H", "H", "H", "H", "H", "H", "H", "H", "H", "H", "H", "H", "H", "H", "H", "H", "H", "H", "H"], "positions_angstrom": [[3.52020, -2.76623, -2.19086], [3.69840, -1.65849, -1.10111], [2.40280, -1.01142, -0.85761], [2.17856, 0.15414, -1.40166], [3.14754, 1.17020, -2.46094], [0.97770, 0.60824, -1.04110], [0.44693, -0.34623, -0.27546], [-0.75896, -0.17511, 0.22645], [-1.41943, 1.10023, -0.12586], [-0.87962, 2.30887, 0.71435], [-0.51108, 3.45736, -0.24682], [-1.74404, 4.09411, -0.91814], [-1.38885, 5.03710, -1.90264], [-0.92004, 4.42764, -3.10075], [-1.58319, -1.06039, 1.03960], [-2.66881, -1.72871, 0.12442], [-2.18040, -2.02478, -1.16590], [-3.40104, -2.92206, 0.84978], [-3.50751, -4.06996, -0.06304], [1.31855, -1.43531, -0.11830], [1.27693, -2.93588, 0.75860], [2.62895, -3.79776, 0.57604], [1.30053, -2.53823, 2.33492], [-0.14967, -4.10546, 0.27437], [4.38540, -2.77730, -2.86050], [2.66190, -2.47485, -2.80353], [3.41427, -3.76429, -1.77022], [4.45388, -0.97518, -1.48080], [4.11097, -2.07655, -0.18159], [3.20431, 0.46748, -3.61949], [-2.47478, 1.02408, 0.14576], [-1.41175, 1.29308, -1.19899], [0.03849, 1.99778, 1.21876], [-1.66264, 2.64947, 1.39412], [0.00336, 4.26585, 0.28659], [0.17906, 3.11352, -1.02328], [-2.40940, 3.32014, -1.33534], [-2.29467, 4.65910, -0.15729], [0.17783, 4.50833, -3.11116], [-1.16379, 3.35730, -3.11737], [-1.30400, 4.93636, -3.98658], [-1.08312, -1.75414, 1.71075], [-2.17611, -0.40442, 1.68966], [-3.44062, -0.95394, -0.00729], [-2.66035, -1.45851, -1.78031], [-4.39505, -2.64153, 1.20644], [-2.74467, -3.25477, 1.66059], [-4.43909, -4.14276, -0.45133], [-3.30363, -4.93165, 0.42626], [3.28221, -3.47799, 1.22811], [1.40314, -1.57783, 2.45091]], "atomic_forces_ev_per_a": [[0.40, 0.56, 0.15], [0.15, -2.49, -0.45], [3.44, -0.10, -0.71], [-2.26, 1.00, -0.34], [0.54, 0.30, 0.01], [0.48, -0.15, -0.25], [-1.04, -0.30, 0.54], [-0.15, 0.16, 0.39], [-0.52, 0.73, 0.94], [0.34, 0.02, -1.74], [-0.22, 0.51, 0.03], [0.30, 0.12, 0.55], [-0.37, -0.34, -0.40], [0.84, 0.04, 0.41], [-1.31, -0.11, -0.37], [-0.93, 0.48, 0.33], [0.20, 0.14, 0.20], [1.02, -0.77, -0.97], [-0.19, 0.07, 0.30], [0.62, 1.01, -0.10], [-1.94, -3.58, 0.72], [0.15, 2.06, 0.52], [0.47, 1.05, -1.29], [0.31, 0.94, -0.10], [-0.04, 0.00, 0.19], [0.01, -0.39, 0.05], [-0.29, 0.14, -0.08], [-0.67, 0.71, 0.26], [-0.18, 0.17, -0.08], [-0.23, -0.34, 0.58], [0.15, -0.50, -0.16], [0.45, -0.16, 0.08], [-0.31, 0.06, 0.34], [0.32, -0.13, 0.28], [-0.04, -0.17, 0.02], [-0.09, -0.18, 0.15], [0.02, 0.15, -0.01], [-0.09, -0.17, -0.13], [-0.18, -0.09, -0.20], [-0.16, 0.17, -0.20], [-0.19, -0.02, 0.23], [0.46, -0.05, -0.46], [0.38, -0.06, 0.13], [0.17, -0.07, 0.09], [0.13, -0.27, -0.03], [0.32, 0.34, 0.26], [-0.39, 0.21, 0.23], [0.10, -0.08, -0.03], [-0.12, 0.04, -0.07], [0.11, -0.46, -0.18], [0.02, -0.23, 0.38]], "lowdin_charge": [-0.040, -0.166, -0.080, -0.637, 0.901, 0.163, -0.284, -0.021, -0.133, -0.140, -0.186, -0.248, -0.176, -0.097, -0.106, -0.362, -0.056, -0.214, -0.008, 0.014, 0.223, -0.197, -0.166, 0.495, 0.083, 0.087, 0.068, 0.097, 0.107, -0.086, 0.119, 0.120, 0.108, 0.116, 0.122, 0.088, 0.116, 0.132, 0.087, 0.082, 0.091, 0.082, 0.138, 0.130, 0.104, 0.114, 0.092, 0.074, 0.063, 0.096, 0.091]}

=====

Record 3
{"formula": "C29H40F8O19", "method": "ωB97M-V with the def2-TZVPD basis set", "relative_energy_kcal_mol": 0.00, "charge": 0, "symbols": ["C", "C", "C", "O", "C", "O", "O", "H", "H", "H", "H", "H", "H", "C", "C", "C", "O", "C", "O", "O", "H", "H", "H", "H", "H", "H", "C", "C", "C", "O", "C", "O", "O", "H", "H", "H", "H", "H", "H", "C", "C", "C", "O", "C", "O", "O", "H", "H", "H", "H", "H", "H", "C", "C", "C", "O", "C", "O", "O", "H", "H", "H", "H", "H", "H", "C", "C", "C", "O", "C", "O", "O", "H", "H", "H", "H", "H", "H", "C", "C", "C", "F", "F", "F", "F", "O", "C", "C", "F", "F", "F", "F", "H", "H", "H", "H"], "positions_angstrom": [[5.30675, 1.99243, 1.46918], [4.43790, 2.98279, 2.22034], [4.91029, 3.41458, 3.62039], [4.99274, 4.84359, 3.54261], [4.67603, 5.25961, 2.29410], [4.52957, 6.40162, 2.00122], [4.48879, 4.21190, 1.47518], [5.14813, 0.97121, 1.80612], [6.36381, 2.24168, 1.60289], [5.12202, 2.14511, 0.40717], [3.42149, 2.59780, 2.31164], [5.83926, 2.94046, 3.93550], [4.15411, 3.23309, 4.38354], [-2.10139, 1.08353, -4.69338], [-1.34089, 1.93510, -3.70756], [-1.69310, 3.44464, -3.71299], [-2.46188, 3.62956, -2.52725], [-2.21747, 2.58392, -1.70887], [-2.43780, 2.53698, -0.54474], [-1.60374, 1.57615, -2.36330], [-1.96320, 0.03772, -4.40708], [-1.74195, 1.18635, -5.71645], [-3.17781, 1.27328, -4.71607], [-0.29443, 1.90733, -4.02163], [-2.25769, 3.69451, -4.61098], [-0.80638, 4.07879, -3.69247], [-0.82025, -7.53663, -3.79995], [-1.36949, -6.43037, -4.69617], [-1.15176, -5.03950, -4.07506], [-0.68678, -4.28300, -5.20232], [-0.20275, -5.10447, -6.14373], [0.37109, -4.76615, -7.12333], [-0.50595, -6.39220, -5.83699], [-1.29829, -7.62779, -2.82795], [0.20067, -7.22784, -3.54122], [-0.70357, -8.47848, -4.33236], [-2.41191, -6.64442, -4.92516], [-0.45316, -5.01024, -3.24493], [-2.09769, -4.61319, -3.75241], [-3.94423, 2.43289, 2.92561], [-3.51919, 1.92910, 4.27899], [-2.86833, 0.53597, 4.28952], [-1.52401, 0.77974, 4.65766], [-1.37608, 2.05996, 5.07123], [-0.40886, 2.49449, 5.60095], [-2.47398, 2.78670, 4.78463], [-3.15088, 2.31811, 2.18496], [-4.34103, 3.44334, 2.91668], [-4.75895, 1.77757, 2.58605], [-4.37027, 2.01141, 4.95712], [-2.96234, 0.09479, 3.29638], [-3.34540, -0.12668, 5.00953], [0.08974, 5.75616, -0.99896], [0.31599, 5.53547, 0.48321], [-0.84911, 5.93023, 1.40878], [-1.06819, 4.78593, 2.22112], [-0.42695, 3.71723, 1.70045], [-0.54141, 2.59203, 2.07215], [0.35011, 4.08773, 0.67600], [-0.72722, 5.10263, -1.30672], [0.95303, 5.32320, -1.51882], [0.07070, 6.80824, -1.26675], [1.33035, 5.83739, 0.74402], [-1.69286, 6.29421, 0.82950], [-0.46467, 6.68744, 2.09367], [2.35601, -5.46308, -0.30662], [1.09553, -6.15170, 0.19818], [0.32897, -5.36260, 1.28604], [-0.92615, -5.05676, 0.66045], [-1.01252, -5.64838, -0.53887], [-1.99952, -5.67842, -1.19997], [0.17693, -6.17118, -0.90365], [3.13892, -5.52410, 0.44941], [2.14003, -4.42665, -0.57170], [2.71006, -5.95079, -1.21466], [1.39360, -7.12653, 0.58502], [0.82454, -4.41470, 1.48144], [0.14365, -5.99642, 2.14683], [-0.36981, -0.23338, 0.54425], [-1.23054, -1.25351, -0.16146], [-0.66255, -1.78996, -1.47209], [-1.55314, -2.52469, -2.14768], [-0.14384, -0.81628, -2.26234], [-1.46929, -2.31193, 0.64468], [-2.43573, -0.67468, -0.41530], [0.93512, -0.75274, 0.72684], [1.74191, 0.00936, 1.52540], [1.24963, 0.06676, 2.97071], [0.98094, -1.17822, 3.41527], [2.13504, 0.70562, 3.77571], [2.97205, -0.48994, 1.44304], [1.75982, 1.27164, 1.03528], [-0.81737, -0.09592, 1.53279], [-0.48284, 0.71458, 0.01660], [0.21038, -2.39222, -1.17420], [0.35085, 0.67204, 3.08809]], "atomic_forces_ev_per_a": [[0.45, 0.51, 0.24], [0.52, -0.35, 0.20], [-0.64, 0.05, 0.24], [0.44, -0.14, -0.29], [-0.32, -0.09, 0.62], [0.19, 0.15, -0.31], [-0.47, 0.06, -0.01], [-0.13, -0.05, -0.21], [-0.04, -0.01, 0.16], [-0.26, -0.49, -0.04], [-0.12, 0.37, -0.42], [0.23, 0.36, -0.14], [0.03, -0.34, -0.05], [-0.54, -0.63, 0.17], [0.04, 1.34, -1.33], [-0.09, -0.46, -0.68], [0.04, -0.03, 0.03], [0.58, -0.25, -0.02], [-0.49, 0.27, 0.37], [0.32, -0.09, -0.04], [0.00, 0.02, -0.09], [0.21, 0.20, 0.08], [0.04, 0.13, 0.22], [0.22, -0.59, 0.90], [-0.28, 0.15, 0.25], [0.00, 0.00, 0.25], [1.03, 0.46, 0.12], [1.06, -0.68, 1.66], [-1.20, -0.14, -0.72], [0.27, 0.48, 0.44], [-0.48, -0.53, 0.04], [0.28, 0.15, -0.21], [-0.39, 0.23, -0.44], [-0.52, -0.13, -0.25], [-0.01, -0.09, -0.10], [-0.44, -0.09, 0.06], [0.02, 0.29, -0.61], [0.29, -0.08, -0.16], [0.10, 0.13, 0.11], [-0.38, -0.97, -0.68], [0.02, 0.88, -0.06], [-0.84, 0.34, -0.26], [0.21, -0.32, 0.04], [-0.34, 0.57, -0.23], [0.37, -0.11, -0.01], [-0.04, -0.52, 0.37], [0.10, 0.23, 0.10], [0.20, 0.14, 0.25], [0.03, 0.12, 0.00], [0.16, -0.14, 0.20], [0.43, -0.11, 0.01], [0.15, -0.06, 0.10], [0.94, -0.92, 0.09], [-0.05, -1.23, -0.55], [2.00, 0.82, 0.43], [-0.54, -0.50, -0.26], [-0.10, 0.49, -0.53], [-0.14, -0.22, 0.48], [0.03, -0.03, -0.04], [-0.53, 0.74, -0.11], [0.07, 0.21, 0.08], [-0.56, 0.02, -0.06], [-0.29, 0.57, 0.46], [-0.42, -0.40, 0.26], [-0.50, 0.31, -0.13], [-0.19, -0.09, 0.03], [0.82, 1.12, -0.05], [0.01, -0.12, -1.00], [0.00, -0.28, 0.32], [-0.02, 0.12, 0.24], [-0.06, 0.01, -0.27], [-0.14, -0.81, 0.27], [0.04, 0.19, -0.03], [0.09, 0.07, 0.18], [0.02, -0.13, 0.07], [-0.60, -0.38, -0.49], [-0.01, -0.08, 0.51], [0.03, 0.36, 0.31], [-0.96, 0.11, 0.68], [-0.63, 0.50, -0.50], [1.82, -0.60, 0.79], [-0.19, 0.18, -0.11], [-0.60, 0.20, -0.08], [0.12, -0.26, 0.04], [0.02, 0.11, 0.15], [0.34, -0.18, -0.46], [-0.62, 0.22, -0.42], [-1.08, 1.10, 0.69], [0.52, -0.21, 0.10], [0.73, -0.57, -0.14], [0.31, -0.24, 0.04], [0.43, 0.16, 0.16], [-0.29, 0.06, -0.17], [0.64, -0.02, -0.11], [-0.32, -0.32, -0.26], [-0.16, -0.18, -0.49]], "lowdin_charge": [-0.018, -0.300, -0.072, 0.065, -0.573, 0.155, 0.079, 0.079, 0.089, 0.091, 0.127, 0.131, 0.132, -0.020, -0.318, -0.083, 0.066, -0.554, 0.171, 0.074, 0.085, 0.091, 0.094, 0.153, 0.134, 0.124, -0.026, -0.290, -0.092, 0.069, -0.574, 0.164, 0.077, 0.075, 0.084, 0.085, 0.154, 0.112, 0.125, -0.023, -0.296, -0.083, 0.049, -0.581, 0.167, 0.084, 0.070, 0.090, 0.094, 0.148, 0.129, 0.132, -0.015, -0.268, -0.071, 0.082, -0.551, 0.146, 0.071, 0.074, 0.091, 0.094, 0.153, 0.136, 0.137, -0.022, -0.295, -0.055, 0.058, -0.574, 0.162, 0.062, 0.091, 0.083, 0.088, 0.149, 0.132, 0.133, -0.056, -0.442, -0.304, 0.120, 0.098, 0.128, 0.124, 0.056, -0.555, -0.297, 0.112, 0.098, 0.172, 0.142, 0.137, 0.136, 0.167, 0.127]}

=====

Total energy
In order: -1368.5395 -2185.6660 -3357.6386
Unit: a.u.